# 1
Formula: C4H12NO
Source: the OMol25 dataset
Level of theory: ωB97M-V/def2-TZVPD

Highest occupied orbital energy = -14.75 eV
Energy = -289.32047 Ha
Total charge = +1
Molar mass = 90.15 g/mol
Frontier orbital gap = 9.79 eV
Energy above the lowest of the compared OMol25 structures with the same formula, charge and spin = 34.1 kcal per mole

Geometry as XYZ:
```
18
Properties=species:S:1:pos:R:3:forces:R:3
C 1.974676 1.571963 -1.659351 0.0411 0.4713 -0.7134
C 0.782732 1.084722 -0.844280 0.0249 1.0008 0.5731
C 1.270888 0.472568 0.442871 0.1534 -0.4657 0.3863
C -0.590834 -1.095498 0.889977 -0.3424 -0.2287 0.3179
N 0.201038 -0.178943 1.262726 0.6071 0.2954 0.1265
H 2.894218 1.564100 -1.087105 0.2254 -0.1167 0.0900
H 2.122590 1.026008 -2.579541 0.1401 -0.5281 -0.0372
H 1.849829 2.598671 -2.011582 -0.1816 -0.0286 0.2837
H 0.240810 1.980842 -0.525229 -0.4021 -0.2453 -0.2377
H 0.102737 0.431417 -1.382164 0.0607 -0.0603 -0.1757
H 2.056188 -0.273209 0.341792 -0.1637 -0.4210 -0.4346
H 1.759974 1.190869 1.089814 -0.3211 0.4704 0.0920
H -0.743278 -1.327138 -0.158174 0.3571 -0.1018 0.0180
H -1.113760 -1.672789 1.649887 -0.3612 0.3290 -0.2101
H 0.213896 0.091614 2.246871 0.0117 -0.4146 -0.0836
H -4.383157 -2.583035 -0.007273 -0.0463 -0.0115 0.0053
H -4.642810 -2.578538 1.502612 0.3770 0.1714 -0.4059
O -3.995736 -2.303629 0.828141 -0.1800 -0.1160 0.4055
```
Positions in Å, forces in eV/Å.

=====

# 2
Formula: C5H14N2O
Source: the OMol25 dataset
Level of theory: ωB97M-V/def2-TZVPD

Highest occupied orbital energy = -8.84 eV
Energy = -383.43344 Ha
Total charge = 0
Molar mass = 118.18 g/mol
Frontier orbital gap = 7.30 eV
Energy above the lowest of the compared OMol25 structures with the same formula, charge and spin = 167.7 kcal per mole

Geometry as XYZ:
```
22
Properties=species:S:1:pos:R:3:forces:R:3
C -1.487941 1.895987 -0.126095 1.6918 -1.7936 -0.7490
C -0.381981 0.821768 0.062469 1.2200 -0.6445 0.8191
C 1.011761 1.239228 -0.495095 -0.8226 1.9093 0.8956
C 2.069667 0.151941 -0.544368 0.4970 0.8305 1.2529
O 1.650655 -0.913136 -1.310386 -0.4224 -2.8868 1.5151
N -0.897767 -0.418692 -0.520742 -0.3236 -2.3548 0.4385
C -0.844600 -1.611525 0.400009 4.2924 -3.2496 -6.4724
N 0.382167 -2.341166 0.547349 -4.1997 3.9432 0.0657
H -2.318310 1.383093 0.283980 -1.4951 -0.2464 -0.4365
H -1.511195 2.195195 -1.197174 -0.4720 -0.3014 0.8060
H -1.355756 2.705907 0.505118 0.6373 1.9778 0.9837
H -0.207378 0.497075 1.147711 -0.3239 1.3057 -1.0423
H 1.357241 2.104295 0.248789 -0.5261 -1.4230 -2.0133
H 0.756469 1.593060 -1.538348 0.8176 0.0882 0.9708
H 3.009988 0.511245 -0.947443 0.1624 0.5227 -0.2174
H 2.343124 -0.158309 0.499853 -0.4019 0.0976 -0.5618
H 1.390161 -1.610132 -0.553571 0.4455 1.2231 -2.2548
H -0.430512 -0.731051 -1.402971 -0.2338 0.6191 1.1573
H -1.724081 -2.249089 0.229724 0.0954 0.2958 0.6556
H -1.119839 -1.067808 1.395396 -2.2645 1.5652 5.0944
H -1.740320 -0.981790 2.120736 1.2418 0.2774 -1.3579
H 0.048446 -3.016095 1.195060 0.3842 -1.7556 0.4506
```
Positions in Å, forces in eV/Å.

=====

# 3
Formula: C7H10N2S
Source: the OMol25 dataset
Level of theory: ωB97M-V/def2-TZVPD

Highest occupied orbital energy = -9.40 eV
Energy = -780.33473 Ha
Total charge = 0
Molar mass = 154.24 g/mol
Frontier orbital gap = 10.08 eV
Energy above the lowest of the compared OMol25 structures with the same formula, charge and spin = 44.4 kcal per mole

Geometry as XYZ:
```
20
Properties=species:S:1:pos:R:3:forces:R:3
C 1.569310 -1.720853 0.225382 0.6754 1.9694 -0.8798
C -1.925486 -1.504557 -0.619872 -0.1346 0.9618 0.5935
C -1.533303 -0.199396 -0.704256 -0.2531 -1.9166 -1.2964
C 2.696598 0.472492 -0.818451 -0.6234 0.3704 0.8068
C 1.400757 -0.338439 -0.440470 -0.0291 -2.4457 -0.6394
C -0.727448 0.376547 0.396619 0.2036 -0.8293 -0.2988
C -1.573389 0.935580 1.495167 -1.4319 -1.6890 -2.2830
N 1.589855 -2.733404 0.755010 0.0372 -0.6198 0.2116
N 0.531368 0.295725 0.472237 -0.0251 1.7237 1.5385
S 4.141808 0.646886 0.315033 -1.2666 1.2121 -0.1616
H -2.521953 -1.983045 -1.438056 0.7156 0.3909 0.9552
H -1.739795 -2.082678 0.366077 -0.2580 0.8816 -1.9449
H -1.687049 0.432196 -1.619646 -0.0457 -0.7853 0.8869
H 3.002105 0.207224 -1.808274 0.3930 -0.5798 -0.4550
H 2.392390 1.526515 -0.935264 -0.1522 -0.3922 0.2434
H 0.879309 -0.677410 -1.378867 0.4765 0.7185 0.2451
H -2.256553 0.076409 1.786488 0.5317 1.1943 -0.2377
H -2.160398 1.691398 0.924618 0.0955 0.0167 1.3401
H -0.952609 1.170077 2.290334 0.7954 1.2460 1.5740
H 4.618092 -0.554833 0.317678 0.2958 -1.4277 -0.1985
```
Positions in Å, forces in eV/Å.

=====

# 4
Formula: C5H7NO
Source: the OMol25 dataset
Level of theory: ωB97M-V/def2-TZVPD

Highest occupied orbital energy = -10.08 eV
Energy = -324.69181 Ha
Total charge = 0
Molar mass = 97.12 g/mol
Frontier orbital gap = 10.78 eV
Energy above the lowest of the compared OMol25 structures with the same formula, charge and spin = 20.5 kcal per mole

Geometry as XYZ:
```
14
Properties=species:S:1:pos:R:3:forces:R:3
C -1.336221 -1.244146 0.111107 -0.0171 -0.0504 -0.0094
C -0.408651 -0.057652 0.415021 0.0013 0.0467 0.0354
C 0.926276 -0.152153 -0.336630 -0.0111 -0.0517 0.0045
C 1.837418 1.042497 -0.140749 -0.0703 0.3042 0.0815
O 1.461716 2.136047 0.195602 0.2636 -0.4707 0.0221
C -1.087853 1.211580 0.101379 -0.4999 0.8524 -0.2579
N -1.624913 2.198430 -0.170015 0.2914 -1.0152 0.2309
H -2.265274 -1.163760 0.683501 0.1622 0.0009 -0.0969
H -0.846342 -2.186008 0.380507 -0.0484 0.1630 -0.0412
H -1.594590 -1.279444 -0.952353 0.0645 0.0360 0.1560
H -0.192819 -0.049942 1.490940 -0.0392 0.0829 -0.1387
H 1.468368 -1.053444 -0.028004 -0.1008 0.0732 -0.0121
H 0.750445 -0.259176 -1.417473 0.0330 0.0530 0.1278
H 2.912442 0.857170 -0.332829 -0.0292 -0.0244 -0.1020
```
Positions in Å, forces in eV/Å.

=====

# 5
Formula: C3H38NO15S
Source: the OMol25 dataset
Level of theory: ωB97M-V/def2-TZVPD

Highest occupied orbital energy = -11.98 eV
Energy = -1718.41040 Ha
Total charge = +1
Molar mass = 360.40 g/mol
Frontier orbital gap = 9.67 eV
Energy above the lowest of the compared OMol25 structures with the same formula, charge and spin = 0.0 kcal per mole

Geometry as XYZ:
```
58
Properties=species:S:1:pos:R:3:forces:R:3
C 0.300186 0.169319 -0.330875 -1.9412 -0.9475 -0.7888
O 0.078987 1.222850 -1.222128 -0.5043 1.0430 0.0034
C 1.043311 -0.970379 -1.042215 0.4168 0.4381 -1.5484
C 0.961429 -2.326762 -0.427648 -0.7439 0.3808 1.5729
S 2.433313 -3.312134 -0.788205 0.8563 1.1231 0.3252
N 0.370366 -1.069865 -2.439984 1.9477 -2.1873 -0.7531
H 0.561278 0.460043 0.675699 0.9372 -0.0158 0.1561
H -0.742055 -0.184313 -0.167544 0.5864 -0.3139 0.0846
H 0.865895 1.671494 -1.567628 0.3821 -0.2147 0.0133
H 2.120851 -0.774302 -1.285159 -1.0196 0.4453 0.4149
H 0.745583 -2.086426 0.626660 0.9938 -0.6904 0.0023
H 0.033878 -2.823558 -0.646046 -0.1978 -0.5111 -0.5366
H 2.031474 -4.520090 -1.097066 -0.9190 -0.5874 -0.0335
H -0.015552 -0.224463 -2.849538 -0.6304 0.8362 -0.0179
H 1.186014 -1.217357 -3.092760 -1.1913 -0.3397 0.5820
H -0.273586 -1.912205 -2.532465 0.8500 1.4173 0.2462
H -2.128033 -3.115745 -0.437679 -0.0253 -0.4637 -0.2123
H -2.493856 -4.600854 -0.542605 -0.1275 -0.1745 -0.0196
O -1.752336 -3.998880 -0.614529 0.0333 0.4906 0.0979
H -2.243618 1.522340 -1.533513 -0.1192 0.1610 -0.4270
H -2.669853 2.718002 -2.343686 -0.1635 -0.3472 -0.2065
O -2.577715 1.753139 -2.424235 0.1674 0.2952 0.9310
H -1.614959 -0.238856 2.219269 -0.5914 -0.6322 -0.2540
H -0.486507 -1.184062 2.428248 0.3528 -0.2380 0.2405
O -1.324107 -1.151972 1.960136 0.2638 0.5911 0.1608
H -3.097651 1.539910 1.875196 -0.1997 -0.8930 0.5770
H -3.558242 0.154101 2.654277 -0.5399 -0.0538 -0.2911
O -2.936867 0.873385 2.602742 0.8270 0.5200 0.2889
H 4.263518 -1.451717 2.195413 -0.5125 -0.8683 -0.0001
H 2.835809 -2.204321 1.965004 0.7841 -0.0790 0.0736
O 3.301862 -1.371453 2.130720 -0.2535 0.6573 0.1357
H -0.074921 1.592376 2.841252 -0.2974 0.7143 0.4876
H 0.941598 1.128847 4.002157 -0.4134 0.4151 0.0599
O 0.590128 0.968831 3.125066 0.7385 -1.1213 -0.6848
H 2.523125 0.376976 1.110956 -0.3111 0.3367 -0.6745
H 3.911238 0.418021 0.971711 -0.1423 0.5933 -1.2204
O 3.144272 0.779744 0.461766 0.6857 -0.9882 2.0845
H -2.939718 -0.799504 -1.771327 0.4388 -0.3010 0.4709
H -3.996377 -1.781759 -1.617307 0.7808 -0.5091 0.6347
O -3.071877 -1.646315 -1.299694 -1.3149 1.1511 -1.2269
H 3.361954 1.684564 -2.379877 0.0099 -0.0024 -0.2883
H 2.663747 1.843504 -1.033801 0.1190 0.4738 -1.1588
O 2.546226 2.029276 -2.007245 0.2131 -0.3364 1.2533
H 2.690199 4.073900 0.739270 -0.6226 0.2630 -0.4765
H 2.734626 2.648196 1.025589 -0.5908 -0.4727 -0.3274
O 2.137604 3.287634 0.594192 1.2351 0.4118 0.7927
H -0.835469 -3.119296 1.824279 0.1396 0.0219 -0.1215
H -0.393412 -4.445823 2.344678 0.0542 -0.6052 0.2804
O -0.053648 -3.692838 1.871128 -0.1674 0.4199 0.1772
H 0.171505 3.108028 0.919691 1.1234 -0.3652 -1.0299
H 0.160743 3.974468 2.128970 -0.0458 0.1633 0.0592
O -0.413403 3.435788 1.579564 -1.1853 0.1690 0.8997
H -0.542582 1.390891 -4.853447 -0.1966 -0.1440 0.5694
H -1.227955 1.309113 -3.387157 0.0572 0.2002 -0.8314
O -0.613310 0.879248 -4.033080 0.0680 0.0087 -0.0401
H -3.511522 3.425982 1.202858 -0.2433 -0.6310 -0.2395
H -2.126619 3.111235 0.839435 0.4628 -0.4008 0.2085
O -2.994949 2.674056 0.852532 -0.3138 1.6938 -0.4755
```
Positions in Å, forces in eV/Å.

=====

# 6
Formula: C19H17NO3
Source: the OMol25 dataset
Level of theory: ωB97M-V/def2-TZVPD

Highest occupied orbital energy = -8.50 eV
Energy = -1014.68434 Ha
Total charge = 0
Molar mass = 307.35 g/mol
Frontier orbital gap = 8.62 eV
Energy above the lowest of the compared OMol25 structures with the same formula, charge and spin = 31.4 kcal per mole

Geometry as XYZ:
```
40
Properties=species:S:1:pos:R:3:forces:R:3
O 2.465392 -3.522365 1.219971 -0.0278 -0.0989 -0.0513
C 2.483902 -2.386329 1.628460 0.1189 0.0344 0.3491
C 2.171774 -1.195253 0.846686 -0.0516 0.3219 -0.4957
C 1.861351 -1.306778 -0.509185 0.1354 -0.0096 0.2892
C 1.524851 -0.200648 -1.257517 -0.0249 0.1672 -0.2350
C 1.491638 1.058604 -0.656398 0.1687 -0.1265 0.4415
C 1.822197 1.178020 0.699593 -0.0567 0.2012 -0.2852
C 2.155663 0.070219 1.438797 0.0924 -0.3657 -0.1755
H 2.402038 0.173953 2.485470 0.0219 0.0156 0.1479
H 1.800303 2.161439 1.141728 -0.0209 0.1122 0.0518
O 1.187940 2.219823 -1.275775 0.0678 0.0193 0.2465
C 0.744412 2.221679 -2.620356 -0.3036 -0.0526 -0.4834
C -0.701202 1.743328 -2.770156 0.2325 0.1639 0.3830
H -0.985712 1.832560 -3.818149 0.0033 -0.0517 -0.0630
H -0.789939 0.692130 -2.485876 -0.0141 0.0442 -0.1143
C -1.669364 2.534505 -1.869991 0.2891 0.1306 -0.3707
H -1.104371 3.223724 -1.229439 -0.1325 -0.0384 -0.0366
H -2.381374 3.108873 -2.466457 0.0993 -0.0116 0.0782
O -2.461212 1.666841 -1.083045 -0.1475 -0.2126 0.5149
C -1.880085 1.168078 0.055516 -0.0051 0.2787 0.1303
C -1.668885 1.959424 1.158613 -0.1599 -0.0171 -0.4767
C -1.187984 1.413618 2.355530 0.0848 -0.2564 0.2036
C -0.929361 0.075604 2.458019 -0.0729 0.1398 0.1372
C -1.108274 -0.766806 1.344825 -0.1786 0.1645 -0.3083
C -0.843788 -2.152160 1.374530 -0.1273 -0.1520 -0.2635
C -0.997501 -2.891537 0.234807 0.0462 0.0623 0.3922
C -1.402701 -2.232810 -0.939112 -0.0495 -0.0043 -0.0550
N -1.678591 -0.961021 -1.002686 -0.2263 -0.0082 -0.4424
C -1.560437 -0.216791 0.114438 0.1321 -0.0604 0.3624
H -1.502828 -2.781427 -1.867504 0.0087 -0.1346 -0.0508
H -0.796744 -3.950985 0.221217 0.0459 -0.0958 0.0022
H -0.516343 -2.608891 2.298210 0.0477 -0.0542 0.0683
H -0.582349 -0.354572 3.386309 0.0473 -0.0240 0.1130
H -1.041975 2.063820 3.205449 0.0142 0.0331 0.0854
H -1.901534 3.013189 1.106982 -0.0646 0.0804 -0.0553
H 1.415699 1.629191 -3.252836 0.0001 0.1008 0.0639
H 0.821948 3.270220 -2.923201 0.0686 -0.1430 -0.0084
H 1.286855 -0.326788 -2.301339 -0.0659 0.0245 -0.0952
H 1.885724 -2.286834 -0.961779 -0.0138 -0.0845 -0.0451
H 2.745120 -2.168690 2.685014 0.0187 -0.0920 0.0508
```
Positions in Å, forces in eV/Å.

=====

LUMO energy for the records above, in order: -4.96, -1.54, 0.68, 0.69, -2.31, 0.12 eV